C4H8ClN in the gas phase at a distorted geometry. Source: OMol25; level of theory: ωB97M-V/def2-TZVPD.

Summary:
HOMO energy   -9.0 eV
SMILES   C/C=C(/Cl)CN
ΔE to the lowest compared entry with this formula, charge and spin   125.1 kJ/mol
Kohn-Sham gap   9.912 eV
Strongest force on any atom   4.8 eV/A

Structure (ORCA input):
```
! RIJCOSX wB97M-V def2-TZVPD def2/J DEFGRID3
* xyz 0 1
C -1.380 1.315 0.540
C -0.513 0.930 -0.699
C 0.482 0.009 -0.723
Cl 1.276 -0.323 -2.118
C 1.049 -0.602 0.464
N 1.097 -2.024 0.248
H -2.482 1.343 0.176
H -1.200 0.760 1.429
H -1.118 2.438 0.772
H -0.984 1.147 -1.729
H 1.951 -0.104 0.682
H 0.376 -0.222 1.305
H 0.142 -2.554 0.430
H 1.305 -2.113 -0.776
*
```

C4H8ClN in the gas phase at a distorted geometry. Source: OMol25; level of theory: ωB97M-V/def2-TZVPD.

Summary:
HOMO energy   -9.4 eV
SMILES   C[C@H]1N[C@@H]1CCl
ΔE to the lowest compared entry with this formula, charge and spin   91.5 kJ/mol
Kohn-Sham gap   10.438 eV
Strongest force on any atom   4.7 eV/A

Structure (ORCA input):
```
! RIJCOSX wB97M-V def2-TZVPD def2/J DEFGRID3
* xyz 0 1
C 1.890 -0.203 -0.418
C 0.631 -0.020 0.396
N -0.027 1.309 0.387
C -0.655 0.191 -0.298
C -1.782 -0.448 0.452
Cl -3.294 0.203 -0.229
H 2.082 -1.273 -0.495
H 2.767 0.214 0.171
H 2.015 0.226 -1.467
H 0.652 -0.632 1.221
H 0.389 1.972 -0.204
H -0.828 0.130 -1.348
H -1.895 -1.535 0.367
H -1.945 -0.133 1.465
*
```

2 unconnected molecules or ions with the total composition C4H8ClN4 at a distorted geometry. Source: OMol25; level of theory: ωB97M-V/def2-TZVPD.

Summary:
HOMO energy   -13.3 eV
ΔE to the lowest compared entry with this formula, charge and spin   80.8 kJ/mol
Kohn-Sham gap   9.588 eV
Strongest force on any atom   6.4 eV/A

Structure (ORCA input):
```
! RIJCOSX wB97M-V def2-TZVPD def2/J DEFGRID3
* xyz 1 1
C -2.424 -0.744 0.418
C -2.328 0.338 -0.398
C -1.262 -1.626 0.560
C 0.015 0.076 -0.613
N -1.142 0.776 -0.902
N 0.009 -1.044 0.097
N -1.339 -2.722 1.137
N 1.170 0.452 -1.180
Cl 5.028 0.731 0.307
H -3.377 -1.190 0.744
H -3.216 0.921 -0.493
H -1.030 1.639 -1.324
H 0.901 -1.616 0.295
H -0.601 -3.324 1.303
H 5.317 -0.108 1.281
H 2.038 0.263 -0.865
H 1.075 0.979 -2.111
*
```

A gas-phase ion, C4H8F2P (charge +1) at a distorted geometry. Source: OMol25; level of theory: ωB97M-V/def2-TZVPD.

Summary:
HOMO energy (alpha / beta)   -15.5 / -15.5 eV
ΔE to the lowest compared entry with this formula, charge and spin   190.5 kJ/mol
Kohn-Sham gap (alpha / beta)   8.082 / 8.081 eV
Strongest force on any atom   3.9 eV/A

Structure (ORCA input):
```
! RIJCOSX wB97M-V def2-TZVPD def2/J DEFGRID3
* xyz 1 1
C 0.038 -2.067 2.005
C 0.054 -1.592 0.597
C -0.469 2.107 -1.644
C 0.472 0.926 -1.264
F 1.040 -3.015 2.258
F -0.384 0.883 1.213
P -0.453 -0.092 -0.110
H 0.248 -1.102 2.638
H -0.863 -2.600 2.464
H 0.369 -2.305 -0.100
H -0.954 2.431 -0.659
H 0.104 2.991 -2.103
H -1.310 1.743 -2.279
H 1.386 1.289 -0.760
H 0.723 0.402 -2.257
*
```

2 unconnected molecules or ions with the total composition C4H8F2S at a distorted geometry. Source: OMol25; level of theory: ωB97M-V/def2-TZVPD.

Summary:
HOMO energy (alpha / beta)   -4.8 / -7.6 eV
ΔE to the lowest compared entry with this formula, charge and spin   199.3 kJ/mol
Kohn-Sham gap (alpha / beta)   5.120 / 3.734 eV
Strongest force on any atom   4.5 eV/A

Structure (ORCA input):
```
! RIJCOSX wB97M-V def2-TZVPD def2/J DEFGRID3
* xyz 0 3
C -1.464 1.760 -0.865
C 0.798 -2.008 2.107
C -0.470 1.064 -1.654
C 0.842 -0.291 -0.160
F 1.606 -1.100 -0.951
F 1.664 0.496 0.533
S -0.301 -1.096 1.001
H -1.875 0.994 -0.326
H -2.241 2.216 -1.595
H -1.055 2.668 -0.455
H 1.337 -2.790 1.662
H 0.240 -2.543 2.912
H 1.512 -1.281 2.367
H -0.947 0.354 -2.438
H 0.353 1.557 -2.138
*
```

C4H8FIO in the gas phase at a distorted geometry. Source: OMol25; level of theory: ωB97M-V/def2-TZVPD.

Summary:
HOMO energy (alpha / beta)   -9.0 / -9.0 eV
SMILES   C[C@@H](O)[C@](C)(F)I
ΔE to the lowest compared entry with this formula, charge and spin   94.9 kJ/mol
Kohn-Sham gap (alpha / beta)   8.659 / 8.658 eV
Strongest force on any atom   2.9 eV/A

Structure (ORCA input):
```
! RIJCOSX wB97M-V def2-TZVPD def2/J DEFGRID3
* xyz 0 1
C -0.156 0.431 1.515
C -0.781 -0.331 0.362
O -2.179 -0.065 0.259
C 0.043 0.127 -0.904
C 1.501 -0.345 -0.923
F 0.029 1.482 -1.124
I -1.251 -0.940 -2.792
H -0.832 -0.047 2.290
H 0.925 0.162 1.729
H -0.125 1.534 1.328
H -0.523 -1.383 0.696
H -2.319 0.948 0.290
H 1.984 -0.838 -1.883
H 1.604 -1.227 -0.252
H 2.079 0.492 -0.593
*
```

C4H8FN in the gas phase at a distorted geometry. Source: OMol25; level of theory: ωB97M-V/def2-TZVPD.

Summary:
HOMO energy   -9.6 eV
SMILES   N[C@H]1C[C@H](F)C1
ΔE to the lowest compared entry with this formula, charge and spin   72.3 kJ/mol
Kohn-Sham gap   10.683 eV
Strongest force on any atom   1.8 eV/A

Structure (ORCA input):
```
! RIJCOSX wB97M-V def2-TZVPD def2/J DEFGRID3
* xyz 0 1
N 0.467 -1.281 1.370
C 0.486 -0.564 0.051
C -0.980 -0.323 -0.497
C -0.630 1.112 -0.724
F -0.251 1.336 -2.072
C 0.614 0.997 0.134
H 0.160 -2.235 1.110
H 1.419 -1.188 1.734
H 1.180 -1.017 -0.638
H -1.360 -0.892 -1.322
H -1.672 -0.527 0.315
H -1.357 1.881 -0.429
H 0.383 1.265 1.194
H 1.540 1.436 -0.224
*
```

C4H8FN in the gas phase at a distorted geometry. Source: OMol25; level of theory: ωB97M-V/def2-TZVPD.

Summary:
HOMO energy   -10.1 eV
SMILES   C[C@@H](F)[C@@H]1CN1
ΔE to the lowest compared entry with this formula, charge and spin   398.3 kJ/mol
Kohn-Sham gap   11.136 eV
Strongest force on any atom   4.6 eV/A

Structure (ORCA input):
```
! RIJCOSX wB97M-V def2-TZVPD def2/J DEFGRID3
* xyz 0 1
C -1.771 0.992 0.068
C -0.943 -0.352 0.285
F -1.342 -1.616 -0.195
C 0.512 -0.330 -0.432
C 1.664 -0.672 0.350
N 1.499 0.742 -0.099
H -1.713 1.487 -1.104
H -1.191 1.739 0.820
H -2.969 0.859 0.218
H -0.414 -0.738 1.266
H 0.639 -1.001 -1.488
H 1.682 -0.657 1.535
H 2.381 -1.378 -0.095
H 1.966 0.924 -1.129
*
```

C4H8FN in the gas phase at a distorted geometry. Source: OMol25; level of theory: ωB97M-V/def2-TZVPD.

Summary:
HOMO energy   -9.0 eV
SMILES   CNC/C=C/F
ΔE to the lowest compared entry with this formula, charge and spin   299.0 kJ/mol
Kohn-Sham gap   10.007 eV
Strongest force on any atom   4.8 eV/A

Structure (ORCA input):
```
! RIJCOSX wB97M-V def2-TZVPD def2/J DEFGRID3
* xyz 0 1
C 1.999 0.528 -0.087
N 0.486 0.522 -0.279
C -0.032 -0.850 -0.341
C -1.468 -0.613 -0.092
C -2.003 0.195 0.820
F -3.422 0.197 1.119
H 2.285 1.593 0.537
H 2.412 -0.191 0.631
H 2.763 0.612 -1.168
H 0.273 1.123 -1.073
H 0.201 -1.494 0.482
H 0.100 -1.398 -1.321
H -2.216 -1.065 -0.847
H -1.380 0.840 1.619
*
```

2 unconnected molecules or ions with the total composition C4H8FN2 at a distorted geometry. Source: OMol25; level of theory: ωB97M-V/def2-TZVPD.

Summary:
HOMO energy   -12.8 eV
ΔE to the lowest compared entry with this formula, charge and spin   431.4 kJ/mol
Kohn-Sham gap   8.278 eV
Strongest force on any atom   5.3 eV/A

Structure (ORCA input):
```
! RIJCOSX wB97M-V def2-TZVPD def2/J DEFGRID3
* xyz 1 1
C -1.351 1.253 -0.244
C 0.973 -0.579 -0.522
C -2.500 3.107 -1.239
C 1.109 -1.732 1.577
N -1.984 2.006 -0.925
N 1.049 -0.507 0.735
F -1.461 -0.082 -0.378
H 0.692 0.302 -0.988
H 1.384 -1.534 -0.870
H -2.150 3.560 -2.175
H -3.399 3.612 -0.820
H 1.485 -2.682 1.157
H 1.582 -1.348 2.558
H 0.053 -1.882 1.938
H 0.758 0.355 1.207
*
```

C4H8FNO3S in the gas phase at a distorted geometry. Source: OMol25; level of theory: ωB97M-V/def2-TZVPD.

Summary:
HOMO energy   -10.1 eV
SMILES   C[C@H](F)C[N@@+](O)(S)C(=O)[O-]
ΔE to the lowest compared entry with this formula, charge and spin   70.5 kJ/mol
Kohn-Sham gap   9.925 eV
Strongest force on any atom   2.2 eV/A

Structure (ORCA input):
```
! RIJCOSX wB97M-V def2-TZVPD def2/J DEFGRID3
* xyz 0 1
C 2.365 0.224 -0.124
C 1.263 -0.344 0.752
F 1.793 -1.501 1.349
C 0.014 -0.833 0.025
N -1.080 0.150 -0.120
O -1.421 0.628 1.145
S -0.681 1.445 -1.296
C -2.464 -0.579 -0.738
O -3.352 0.237 -0.733
O -2.272 -1.709 -1.045
H 2.930 -0.605 -0.546
H 3.037 0.824 0.489
H 1.979 0.857 -0.915
H 1.008 0.334 1.567
H 0.236 -1.268 -0.945
H -0.411 -1.634 0.627
H -2.100 1.301 0.969
H -0.843 2.475 -0.462
*
```

C4H8FNS in the gas phase at a distorted geometry. Source: OMol25; level of theory: ωB97M-V/def2-TZVPD.

Summary:
HOMO energy   -9.2 eV
SMILES   FSN1CCCC1
ΔE to the lowest compared entry with this formula, charge and spin   223.1 kJ/mol
Kohn-Sham gap   9.194 eV
Strongest force on any atom   4.1 eV/A

Structure (ORCA input):
```
! RIJCOSX wB97M-V def2-TZVPD def2/J DEFGRID3
* xyz 0 1
F 2.810 1.082 -0.717
S 2.349 1.673 0.735
N 0.511 0.589 0.805
C 0.717 -0.854 0.488
C -0.726 -1.237 0.084
C -1.429 0.064 -0.414
C -0.420 1.221 -0.187
H 1.313 -1.264 1.353
H 1.359 -0.973 -0.318
H -1.328 -1.620 0.884
H -0.566 -2.071 -0.619
H -1.435 -0.150 -1.513
H -2.374 0.194 0.132
H 0.163 1.382 -1.121
H -0.944 1.964 0.406
*
```